# 1
Density functional theory data (ωB97M-V/def2-TZVPD) for a structure of composition C21H40MgNO7S2Si in a non-equilibrium geometry.

Calculated values
Charge ... -1
E_HOMO ... -5.383 eV
Total energy ... -2691.94986 a.u.
Relative energy (zero: lowest compared OMol25 entry of this formula, charge and spin) ... 5.8 kcal per mole
F_max ... 1.3 eV/Å

Element x y z (Å)
1 S 0.452 0.192 1.969
2 S 0.319 -4.069 -0.357
3 Si 1.141 0.901 0.208
4 Mg -0.309 -1.718 -0.600
5 O 0.163 -3.283 -1.667
6 O -0.950 -4.708 -0.009
7 O 0.578 -2.917 0.628
8 O 2.721 0.672 -0.178
9 O 0.939 2.516 -0.106
10 O 0.228 0.168 -1.053
11 O 1.445 -4.973 -0.419
12 N -2.592 -1.325 2.722
13 C -0.118 0.746 -2.369
14 C -1.682 -2.509 2.518
15 C -0.511 -0.415 -3.273
16 C -1.297 1.677 -2.173
17 C -0.078 3.861 1.594
18 C 4.995 0.172 -0.394
19 C 3.569 -1.147 1.182
20 C 3.617 -0.435 -0.162
21 C 1.300 4.826 -0.255
22 C -2.497 -1.804 -0.569
23 C -3.115 -2.608 -1.551
24 C 1.086 1.455 -2.974
25 C -5.339 -2.175 -0.696
26 C -4.492 -2.794 -1.622
27 C -2.103 -0.502 3.853
28 C 2.402 3.496 1.547
29 C 1.139 3.652 0.707
30 C -4.769 -1.392 0.297
31 C -3.377 -1.230 0.336
32 C 3.265 -1.399 -1.288
33 C -2.757 -0.462 1.472
34 H 2.327 -1.939 -1.092
35 H 2.172 4.672 -0.894
36 H 0.805 1.825 -3.963
37 H 1.415 2.291 -2.360
38 H 4.048 -2.156 -1.388
39 H 2.618 4.426 2.081
40 H -4.912 -3.430 -2.394
41 H -2.135 -1.097 4.761
42 H -2.132 1.120 -1.741
43 H -1.079 -0.203 3.624
44 H 1.426 5.764 0.294
45 H 0.416 4.910 -0.891
46 H -1.472 -0.842 -2.983
47 H 0.240 -1.211 -3.250
48 H 3.686 -0.427 1.993
49 H 2.618 -1.670 1.321
50 H 5.760 -0.608 -0.411
51 H -1.568 -3.002 3.482
52 H -1.740 -0.114 1.256
53 H -5.405 -0.886 1.024
54 H 1.918 0.759 -3.087
55 H 3.247 3.247 0.902
56 H -0.240 2.983 2.228
57 H 3.181 -0.863 -2.234
58 H 5.013 0.707 -1.346
59 H 2.279 2.689 2.275
60 H -3.377 0.381 1.784
61 H -6.415 -2.296 -0.755
62 H -2.732 0.380 3.948
63 H -1.034 2.501 -1.510
64 H 4.379 -1.881 1.231
65 H 0.071 4.742 2.224
66 H -2.485 -3.141 -2.260
67 H -2.091 -3.186 1.778
68 H -0.967 4.016 0.978
69 H -0.590 -0.056 -4.299
70 H -0.721 -2.144 2.157
71 H -1.606 2.076 -3.142
72 H -3.522 -1.682 2.937
73 H 5.229 0.881 0.404

How positive or negative is each atom? The Mulliken charges in e answer that: S -0.685; S 1.254; Si -0.604; Mg 1.777; O -0.796; O -0.683; O -0.836; O 0.005; O 0.450; O -0.557; O -0.747; N 0.052; C 2.286; C -0.722; C -1.876; C -1.378; C -1.512; C -2.001; C -1.423; C 1.974; C -1.779; C -0.478; C -0.073; C -1.405; C -0.578; C -0.876; C -0.625; C -1.553; C 1.590; C -0.505; C 0.726; C -1.444; C -0.253; H 0.308; H 0.367; H 0.592; H 0.006; H 0.556; H 0.496; H 0.398; H 0.331; H 0.193; H 0.255; H 0.448; H 0.298; H 0.344; H 0.359; H 0.266; H 0.101; H 0.413; H 0.332; H -1.081; H 0.354; H 0.197; H 0.289; H 0.197; H 0.154; H 0.378; H 0.242; H 0.713; H 0.374; H 0.313; H 0.026; H 0.478; H 0.471; H 0.412; H 0.346; H 0.280; H 0.543; H 0.324; H 0.443; H 0.383; H 0.378

=====

# 2
Density functional theory data (ωB97M-V/def2-TZVPD) for the molecule C21H40N4O3S in a non-equilibrium geometry.

Calculated values
E_HOMO ... -8.316 eV
Total energy ... -1667.15280 a.u.
Relative energy (zero: lowest compared OMol25 entry of this formula, charge and spin) ... 2.8 kcal per mole
Structure (SMILES) ... C[C@H]1C[C@H](C)CN(CCCNC(=O)C2CCN(S(=O)(=O)N3CCCCC3)CC2)C1
F_max ... 1.1 eV/Å

Element x y z (Å)
1 S -2.083 -0.520 -0.221
2 O 1.830 -4.095 -0.454
3 O -1.145 0.457 -0.683
4 O -2.481 -1.535 -1.160
5 N -3.479 0.138 0.396
6 N -1.488 -1.183 1.170
7 N 2.514 0.301 -0.788
8 N 0.172 -2.836 -1.319
9 C 2.540 2.758 -0.810
10 C -0.006 -3.636 0.994
11 C -4.556 0.326 -0.558
12 C -0.054 -1.124 1.429
13 C -3.042 2.578 0.467
14 C 3.286 2.740 0.526
15 C -3.249 1.284 1.254
16 C 2.582 -0.924 -1.564
17 C -4.353 1.581 -1.405
18 C 1.032 2.929 -0.636
19 C 0.857 -2.501 -2.549
20 C 3.799 1.401 2.599
21 C 2.841 1.471 -1.581
22 C 3.332 0.260 0.406
23 C 3.001 1.455 1.300
24 C -1.544 -3.651 0.923
25 C 0.497 -2.478 1.873
26 C -4.210 2.797 -0.493
27 C -2.157 -2.401 1.567
28 C 1.378 -1.061 -2.508
29 C 0.744 -3.553 -0.341
30 H -0.720 -2.381 -1.186
31 H 1.934 1.414 1.532
32 H 3.003 3.610 1.123
33 H -5.134 2.936 0.076
34 H -3.199 -2.289 1.265
35 H 0.207 -2.669 2.909
36 H 1.587 -2.447 1.836
37 H -5.198 1.704 -2.085
38 H 0.579 -0.410 -2.147
39 H 4.412 0.272 0.163
40 H 2.575 -1.758 -0.862
41 H -2.369 1.049 1.854
42 H -4.580 -0.569 -1.181
43 H 1.642 -0.752 -3.521
44 H -4.041 3.696 -1.088
45 H -2.115 2.495 -0.101
46 H 3.555 2.252 3.232
47 H 2.919 3.603 -1.398
48 H 3.577 0.488 3.148
49 H 4.361 2.804 0.334
50 H 0.813 3.705 0.096
51 H 3.909 1.460 -1.875
52 H -2.118 -2.469 2.658
53 H -1.880 -3.715 -0.112
54 H -2.954 3.414 1.162
55 H 0.349 -4.565 1.452
56 H -4.117 1.375 1.916
57 H -3.443 1.458 -1.995
58 H 0.122 -0.384 2.221
59 H 1.684 -3.205 -2.668
60 H 3.122 -0.670 0.943
61 H 0.153 -2.622 -3.377
62 H 0.447 -0.769 0.526
63 H 4.867 1.424 2.392
64 H 2.239 1.448 -2.490
65 H -5.490 0.394 0.010
66 H -1.931 -4.528 1.445
67 H 0.575 1.996 -0.321
68 H 0.579 3.215 -1.583
69 H 3.524 -0.990 -2.138

How positive or negative is each atom? The natural (NBO) charges in e answer that: S 2.464; O -0.654; O -0.953; O -0.969; N -0.679; N -0.705; N -0.451; N -0.643; C -0.205; C -0.319; C -0.229; C -0.244; C -0.428; C -0.396; C -0.227; C -0.226; C -0.420; C -0.632; C -0.222; C -0.599; C -0.221; C -0.212; C -0.227; C -0.418; C -0.397; C -0.398; C -0.228; C -0.420; C 0.687; H 0.418; H 0.200; H 0.204; H 0.191; H 0.232; H 0.204; H 0.237; H 0.214; H 0.230; H 0.160; H 0.213; H 0.223; H 0.236; H 0.202; H 0.214; H 0.230; H 0.208; H 0.200; H 0.204; H 0.198; H 0.199; H 0.162; H 0.200; H 0.227; H 0.212; H 0.240; H 0.200; H 0.211; H 0.195; H 0.227; H 0.197; H 0.199; H 0.249; H 0.202; H 0.203; H 0.197; H 0.220; H 0.240; H 0.206; H 0.168

=====

# 3
Density functional theory data (ωB97M-V/def2-TZVPD) for a structure of composition C21H40O14S5V in a non-equilibrium geometry.

Calculated values
E_HOMO (spin up / spin down) ... -6.894 / -6.898 eV
Total energy ... -4812.27344 a.u.
2S+1 ... 2
F_max ... 10.3 eV/Å

Element x y z (Å)
1 V 0.318 -0.117 0.382
2 S -3.338 0.370 0.059
3 S -0.013 2.481 -2.166
4 S -1.796 -0.128 5.797
5 S 3.377 -0.704 -1.542
6 S -0.785 -1.527 -3.034
7 O 3.066 -0.764 -2.981
8 O -3.184 -0.320 5.466
9 O 1.125 1.859 0.998
10 O -1.313 1.261 6.040
11 O -0.419 1.189 2.127
12 O -2.219 -1.228 -2.864
13 O -3.925 1.547 -0.631
14 O 1.393 0.393 2.300
15 O 0.033 -1.458 -1.852
16 O 0.300 1.174 -1.564
17 O -0.595 2.391 -3.484
18 O -1.906 0.055 -0.100
19 O -0.093 -1.533 0.888
20 O 2.338 -0.856 -0.544
21 C -0.113 -0.465 -4.358
22 C 1.459 3.723 -2.197
23 C -4.274 -1.201 -0.477
24 C -0.002 -2.069 6.555
25 C 5.714 0.674 -1.189
26 C 4.953 -1.658 -1.184
27 C -5.095 -1.509 0.811
28 C 0.620 4.995 -2.106
29 C -0.309 -2.358 5.112
30 C 4.200 0.890 -1.129
31 C 0.786 1.477 2.119
32 C -0.251 -2.704 -5.413
33 C -0.662 -1.011 4.504
34 C -4.385 -1.104 2.094
35 C -1.200 -1.268 7.186
36 C -0.279 4.840 -0.863
37 C -0.382 -3.075 -3.901
38 C 0.446 -1.364 -5.474
39 C -3.819 0.262 1.842
40 C -1.047 3.524 -1.067
41 C 6.009 -0.728 -0.746
42 H -4.772 -1.109 -1.443
43 H -0.903 0.118 -4.832
44 H -3.479 -1.937 -0.591
45 H -2.958 0.671 2.372
46 H -4.574 1.039 1.961
47 H 0.182 -0.321 4.468
48 H -5.067 -1.169 2.941
49 H 0.347 4.653 0.009
50 H 0.559 -3.268 -3.385
51 H -2.031 3.609 -1.529
52 H -1.052 3.016 -0.103
53 H 0.576 0.231 -3.879
54 H 6.324 1.456 -0.736
55 H -0.910 5.724 -0.773
56 H -1.244 -2.662 -5.862
57 H 1.534 -1.427 -5.462
58 H -1.204 -1.023 3.558
59 H 0.529 -2.739 4.528
60 H 0.057 5.105 -3.033
61 H -5.292 -2.572 0.943
62 H -1.011 -0.606 8.031
63 H -1.973 -2.006 7.400
64 H 5.121 -1.989 -2.209
65 H -6.093 -1.073 0.748
66 H 0.318 -0.906 -6.454
67 H 0.191 -3.476 -6.042
68 H 7.022 -1.097 -0.906
69 H 0.897 -1.478 6.726
70 H -1.079 -3.859 -3.605
71 H -1.112 -3.094 5.058
72 H 6.053 0.779 -2.220
73 H 3.708 1.589 -1.805
74 H 6.048 -0.707 0.344
75 H -3.586 -1.804 2.336
76 H 1.965 3.482 -1.262
77 H 1.262 5.874 -2.053
78 H 4.813 -2.524 -0.538
79 H 3.940 1.134 -0.099
80 H 0.120 -3.029 7.057
81 H 2.041 3.435 -3.072

How positive or negative is each atom? The Mulliken charges in e answer that: V 1.134; S 1.093; S 0.767; S 1.112; S 1.091; S 1.056; O -0.695; O -0.626; O -0.675; O -0.677; O -0.749; O -0.737; O -0.801; O -0.649; O -0.641; O 0.370; O -0.725; O 0.126; O -0.336; O -0.598; C -0.139; C -0.853; C -0.683; C -0.740; C -0.831; C -0.881; C -1.004; C -0.866; C -0.551; C -0.419; C 0.791; C -0.672; C 0.008; C -0.222; C -0.702; C -0.689; C -0.842; C -0.676; C -0.803; C -0.274; C -0.579; H 0.506; H 0.493; H 0.253; H 0.270; H 0.412; H 0.190; H 0.489; H 0.296; H 0.365; H 0.573; H -0.139; H -0.153; H 0.413; H 0.372; H 0.303; H 0.231; H -0.174; H 0.358; H 0.344; H 0.437; H 0.393; H 0.328; H 0.386; H 0.286; H 0.387; H 0.395; H 0.398; H 0.303; H 0.455; H 0.306; H 0.324; H 0.176; H 0.295; H 0.166; H 0.310; H 0.418; H 0.398; H 0.316; H 0.393; H 0.511